Computed, not measured: a molecular structure, C14H6Br4N6O7Ti, with ωB97M-V/def2-TZVPD.

XYZ file:
```
38
Properties=species:S:1:pos:R:3:forces:R:3:mulliken_charge:R:1
Ti -0.221824 -0.016145 -0.217214 -0.1 -0.1 0.3 -0.57
O 5.129285 2.205253 -2.491681 0.0 0.0 0.0 -0.56
C 3.994702 1.644600 -1.969647 0.0 0.0 -0.1 1.30
C 3.336572 0.606444 -2.624632 0.0 0.0 0.0 -0.53
C 2.198283 0.099947 -2.034034 -0.1 0.0 0.0 -0.01
N 1.747712 0.586785 -0.889350 0.0 0.0 0.0 0.15
C 2.367286 1.568341 -0.250620 0.1 0.0 0.0 0.39
C 3.517508 2.139140 -0.762572 0.0 0.0 0.1 -0.78
C 1.685268 1.943721 1.065900 0.0 0.1 0.1 0.26
O 2.185775 2.835612 1.749848 0.0 0.0 0.0 -0.80
O 0.658202 1.235638 1.300380 0.0 0.0 0.0 -0.39
C 1.335074 -1.041046 -2.571503 -0.2 -0.1 0.1 0.30
O 1.674246 -1.596170 -3.612982 0.1 0.0 -0.1 -0.79
O 0.342033 -1.292377 -1.816053 0.1 0.1 -0.1 -0.36
H 5.321282 1.764760 -3.325702 0.0 0.0 0.0 0.28
H 3.679584 0.188615 -3.563781 0.0 0.0 0.0 0.41
H 4.011467 2.939579 -0.231371 0.0 0.0 0.0 0.55
Br -4.708504 -3.772839 3.639702 0.0 0.0 0.0 -0.23
C -3.118660 -3.118400 2.839115 0.0 0.0 0.0 0.27
C -1.896115 -3.715235 3.093698 0.0 0.0 0.0 0.07
Br -1.782505 -5.213592 4.253222 0.0 0.0 0.0 -0.23
C -0.729133 -3.216000 2.495072 0.0 0.0 0.0 -0.29
Br 0.975245 -3.980610 2.800275 0.0 0.0 0.0 -0.18
C -0.768867 -2.118419 1.635954 0.0 0.0 0.1 0.91
O 0.243512 -1.579123 1.046927 -0.1 0.0 -0.1 -0.43
C -2.040978 -1.512702 1.370643 0.0 0.0 0.0 0.31
O -2.009549 -0.493160 0.541200 0.2 0.0 0.0 0.01
C -3.181150 -2.010997 1.972911 0.0 0.0 0.0 -0.50
Br -4.803193 -1.126542 1.567167 0.0 0.0 0.0 -0.17
N -2.363852 2.575546 0.963343 0.0 0.0 0.0 -0.65
N -2.134449 2.520722 -0.433297 0.2 0.3 0.0 0.08
N -3.151020 1.848818 -1.101185 -0.1 -0.1 -0.1 -0.64
C -2.540105 1.038395 -1.891574 0.0 0.0 0.1 -0.09
N -1.169425 1.044987 -1.808773 0.1 0.0 -0.4 -0.19
N -0.864976 1.944220 -0.824975 -0.3 0.0 0.1 -0.06
H -2.297672 1.618634 1.319969 0.0 0.0 0.0 0.33
H -1.562710 3.074520 1.336137 0.0 0.0 0.0 0.32
H -3.058349 0.379083 -2.570518 0.0 0.0 0.0 0.50
```
Positions in Å, forces in eV/Å.

Its HOMO energy (spin up / spin down) is -0.644 / -1.025 eV. The frontier orbital gap (spin up / spin down) is 4.7 / 5.1 eV. The value obtained for the strongest force on any atom is 0.42 eV/A. The calculation puts the LUMO energy (spin up / spin down) at 4.0635 / 4.0635 eV. The net charge is -2. The value obtained for the calculated total energy is -12538.075108 a.u.